Run w
Below is CH4ClN3 in the gas phase, with properties calculated with the ωB97M-V functional and the def2-TZVPD basis.

Geometry as ORCA input:
```
! RIJCOSX wB97M-V def2-TZVPD def2/J DEFGRID3
* xyz 0 1
C -0.46425 0.45487 -0.10776
N 0.89283 0.09919 -0.08912
N 1.18477 -1.14303 0.14165
N -1.35397 -0.58607 0.35222
Cl -2.71791 -0.08751 1.20053
H -0.47084 1.54220 0.33923
H -0.77707 0.44966 -1.26798
H 1.51916 0.84628 -0.50361
H 2.18728 -1.57558 -0.06518
*
```

## Properties
Orbital gap (spin up / spin down) (eV): 10.02 / 6.68
HOMO (spin up / spin down) (eV): -9.29 / -7.33
E_LUMO (spin up / spin down) (eV): 0.74 / -0.66



Run x
Below is CH4ClN3 in the gas phase, with properties calculated with the ωB97M-V functional and the def2-TZVPD basis.

Geometry as ORCA input:
```
! RIJCOSX wB97M-V def2-TZVPD def2/J DEFGRID3
* xyz 0 1
C 0.19416 0.58979 0.60087
N -0.01503 -0.83140 0.86067
N -0.38583 -0.90981 -0.71005
N -0.53334 0.48925 -0.70669
Cl 0.45844 1.01920 -2.02398
H -0.32553 1.31829 1.43329
H 1.13284 1.11144 0.38448
H 0.79108 -1.46655 0.94453
H -1.31678 -1.32020 -0.78312
*
```

## Properties
Orbital gap (eV): 10.30
SMILES: ClN1CNN1
HOMO (eV): -9.19
E_LUMO (eV): 1.11



Least stable = run w



Run w
Below is 3 unconnected molecules or ions with the total composition C6H19NO4, with properties calculated with the ωB97M-V functional and the def2-TZVPD basis.

Geometry as ORCA input:
```
! RIJCOSX wB97M-V def2-TZVPD def2/J DEFGRID3
* xyz 0 1
C 1.18948 8.42577 11.48841
O 0.54223 7.64429 12.55649
C 1.33329 7.02585 13.62475
C 0.49770 6.68615 14.88790
N 0.14308 5.28215 15.04040
C -0.60945 5.01560 16.25623
C 0.21792 5.00505 17.61379
O 0.51336 6.35451 17.97249
C 1.01920 6.55252 19.29923
H 1.54829 9.34504 11.95134
H 0.54038 8.55430 10.62223
H 2.07920 7.94629 11.08024
H 2.00201 7.84342 13.89399
H 1.78366 6.13631 13.18431
H -0.41871 7.27624 14.89716
H 1.10944 7.05130 15.71285
H 1.00619 4.75765 15.04645
H -0.98713 3.99791 16.15742
H -1.43043 5.72867 16.33122
H 1.13825 4.42678 17.53192
H -0.30568 4.43368 18.38027
H 0.62126 5.91706 20.09040
H 0.61668 7.54472 19.50323
H 2.10876 6.57957 19.28424
O -2.18305 4.73036 10.37324
H -1.92175 5.64460 10.26312
H -1.86111 4.49179 11.24253
O -2.00833 -0.40524 8.13330
H -2.36045 -0.91067 8.86595
H -2.06596 0.50598 8.42068
*
```

## Properties
Orbital gap (eV): 9.66
SMILES: COCCNCCOC.O.O
HOMO (eV): -8.84
E_LUMO (eV): 0.82



Run x
Below is 3 unconnected molecules or ions with the total composition C6H19NO4, with properties calculated with the ωB97M-V functional and the def2-TZVPD basis.

Geometry as ORCA input:
```
! RIJCOSX wB97M-V def2-TZVPD def2/J DEFGRID3
* xyz 0 1
C 21.68037 -14.04481 -2.03672
C 20.84464 -15.28417 -1.67498
C 20.34030 -15.95979 -2.96529
O 21.44185 -16.47234 -3.73606
C 21.05932 -17.08199 -4.99456
N 21.73962 -16.30409 -1.05196
H 21.81234 -13.49206 -1.10658
H 21.13118 -13.43227 -2.75176
H 22.65561 -14.28749 -2.45875
H 20.00213 -15.21071 -0.98731
H 19.82406 -15.29673 -3.65951
H 19.78112 -16.87823 -2.78679
H 20.27912 -16.56603 -5.55416
H 20.71016 -18.09227 -4.78118
H 21.98110 -17.07070 -5.57619
H 21.23288 -17.16755 -0.91868
H 22.33962 -16.53885 -1.82978
O 25.22327 -18.14585 -3.61473
H 24.33311 -18.00572 -3.93755
H 25.71919 -18.41563 -4.38772
C 27.02631 -22.67406 -3.32392
C 26.58076 -22.68713 -4.82285
O 26.71047 -21.35888 -5.46516
O 26.12969 -21.87663 -2.56053
H 27.99610 -22.17646 -3.32741
H 27.11635 -23.71727 -3.02114
H 25.56581 -23.06428 -4.94831
H 27.14820 -23.44438 -5.36385
H 26.38903 -21.51663 -6.35588
H 26.04459 -21.02551 -2.99639
*
```

## Properties
Orbital gap (eV): 9.73
SMILES: COC[C@H](C)N.OCCO.O
HOMO (eV): -9.23
E_LUMO (eV): 0.49



Least stable = run w



Run w
Below is 2 unconnected molecules or ions with the total composition C5H8O4, with properties calculated with the ωB97M-V functional and the def2-TZVPD basis.

Geometry as ORCA input:
```
! RIJCOSX wB97M-V def2-TZVPD def2/J DEFGRID3
* xyz 0 1
C 0.95283 1.31426 -0.84957
C 0.20971 0.01003 -0.82913
C 1.30105 -1.25398 0.43982
C 1.30823 -0.99483 1.64573
O -0.03998 -0.64203 -1.83081
H 1.59823 -1.90771 -0.35218
H 1.14684 1.64438 0.16995
H 1.89882 1.19586 -1.37407
H 0.34419 2.06465 -1.35424
H -0.41868 -0.27315 1.97096
H 1.74148 -0.84231 2.60664
C -1.25562 0.08845 0.24417
O -1.95729 1.09856 -0.38338
O -1.82312 -1.15482 0.13476
O -0.88215 0.47780 1.45213
H -2.60841 0.71509 -0.98330
H -1.51613 -1.54024 -0.70749
*
```

## Properties
Orbital gap (eV): 7.86
SMILES: CC(=O)C(O)(O)O.C#C
HOMO (eV): -8.39
E_LUMO (eV): -0.54



Run x
Below is a molecular structure, C5H8O4, with properties calculated with the ωB97M-V functional and the def2-TZVPD basis.

Geometry as ORCA input:
```
! RIJCOSX wB97M-V def2-TZVPD def2/J DEFGRID3
* xyz 0 1
C 2.66993 0.05994 -0.35047
C 1.43836 -0.61815 0.12747
C 0.20871 -0.53014 -0.80163
C -1.65713 -0.20566 -0.01330
C -0.69135 0.72531 -0.70355
H 3.17449 -0.26385 -1.24800
H 2.50552 1.13343 -0.40750
H 3.38498 -0.03474 0.52430
H 1.49675 -1.69469 0.20872
H 1.01430 0.83628 1.38745
H 0.44112 -0.80154 -1.83594
H -1.13979 1.04230 -1.63670
H -0.92513 2.28090 0.36138
O 1.06464 -0.17202 1.41152
O -0.85770 -1.31326 -0.25194
O -2.73876 -0.21200 0.48018
O -0.18860 1.81155 -0.00286
*
```

## Properties
Orbital gap (eV): 10.79
HOMO (eV): -10.32
E_LUMO (eV): 0.47



Run y
Below is a molecular structure, C5H8O4, with properties calculated with the ωB97M-V functional and the def2-TZVPD basis.

Geometry as ORCA input:
```
! RIJCOSX wB97M-V def2-TZVPD def2/J DEFGRID3
* xyz 0 1
C 0.76930 -0.42383 -1.08433
C 1.73930 0.22127 -0.04664
C -0.71729 -0.11465 -0.77687
C 1.10750 0.09637 1.24526
C 0.40115 -0.42354 2.12507
O -0.57363 1.26148 -0.10643
O -1.79816 1.60578 0.51930
O -1.39181 0.01337 -1.97327
O -1.33593 -0.90533 0.10459
H -2.11843 0.73320 0.83926
H -2.33526 0.04879 -1.76246
H 0.87389 -1.50837 -1.07669
H 1.00660 -0.03839 -2.07388
H 1.90687 1.27161 -0.28612
H 2.69066 -0.31845 -0.04855
H -0.64741 -0.78103 1.25631
H 0.42265 -0.73825 3.14544
*
```

## Properties
Orbital gap (eV): 9.10
HOMO (eV): -9.33
E_LUMO (eV): -0.24



Run z
Below is a molecular structure, C5H8O4, with properties calculated with the ωB97M-V functional and the def2-TZVPD basis.

Geometry as ORCA input:
```
! RIJCOSX wB97M-V def2-TZVPD def2/J DEFGRID3
* xyz 0 1
C 1.24780 0.36133 1.14584
C -0.19211 0.41234 -1.31257
C -0.56634 0.71455 -0.01150
C -0.65524 -0.26730 1.00645
C -0.68071 -1.57577 1.21918
O -0.75443 1.11659 -2.35493
O 0.27228 -0.83805 -1.63598
O -1.08603 1.95306 0.26550
O 2.09482 -0.52824 0.57558
H -0.39642 -1.50616 -1.37465
H -1.59173 0.68923 -2.60770
H -0.99725 2.48856 -0.53991
H 2.06123 -0.42949 -0.39168
H 1.20375 0.21415 2.22070
H 1.41193 1.40260 0.88043
H -1.60476 -2.05680 1.52712
H 0.23322 -2.15060 1.38812
*
```

## Properties
Orbital gap (eV): 7.14
HOMO (eV): -7.08
E_LUMO (eV): 0.06



Least stable = run y